(1)
Entry from the Open Molecules 2025 dataset: a single C6H10 molecule (ωB97M-V/def2-TZVPD).

Each line ends with the Mulliken charge.
Positions of all 16 atoms, in Å:
1 C -0.652 -1.252 0.667  -0.445
2 C -1.292 0.134 0.446  -0.446
3 C -0.595 0.621 -0.835  -0.767
4 C 0.833 1.055 -0.508  -0.586
5 C 1.504 -0.238 0.022  -0.251
6 C 0.616 -1.452 -0.116  -0.579
7 H -0.277 -1.427 1.693  0.378
8 H -1.373 -2.055 0.476  0.226
9 H -2.377 0.049 0.315  0.279
10 H -1.135 0.834 1.280  0.304
11 H -1.164 1.327 -1.438  0.384
12 H 1.342 1.399 -1.415  0.285
13 H 0.871 1.890 0.209  0.325
14 H 1.676 -0.187 1.111  0.269
15 H 2.480 -0.410 -0.441  0.265
16 H -0.459 -0.287 -1.465  0.360

The strongest force on any atom is 0.880 eV/Å. Its net charge is 0. The value obtained for the frontier orbital gap (alpha / beta) is 8.0966 / 8.0973 eV. For the total energy, the calculation gives -234.46942 hartree.

---

(2)
Entry from the Open Molecules 2025 dataset: a single C2HF4P molecule (ωB97M-V/def2-TZVPD).

Each line ends with the Mulliken charge.
Positions of all 8 atoms, in Å:
1 F 1.159 1.662 0.877  -0.167
2 C 0.721 0.581 0.306  -0.033
3 P 1.812 -0.728 0.365  -0.132
4 C 0.640 -2.064 -0.469  0.629
5 F 0.178 -1.652 -1.655  -0.222
6 F -0.338 -2.275 0.410  -0.210
7 F 1.181 -3.231 -0.686  -0.219
8 H -0.147 0.605 -0.227  0.354

The strongest force on any atom is 4.898 eV/Å. Its net charge is 0. The value obtained for the frontier orbital gap is 9.5570 eV. For the total energy, the calculation gives -817.57088 hartree. The structure (SMILES) is F/C=P/C(F)(F)F.

---

(3)
Entry from the Open Molecules 2025 dataset: a molecular structure, C3H2MgO4 (ωB97M-V/def2-TZVPD).

Each line ends with the Mulliken charge.
Positions of all 10 atoms, in Å:
1 H -0.692 -1.617 0.619  0.273
2 C -1.564 -0.242 -0.007  0.216
3 C -0.425 -0.947 -0.356  -0.631
4 O 0.634 -0.120 -0.672  -0.369
5 C 1.773 0.115 0.180  0.934
6 O 2.400 -0.809 0.631  -0.515
7 O 1.892 1.373 0.285  -0.714
8 Mg 0.084 1.906 -0.474  1.044
9 O -1.588 1.091 0.031  -0.688
10 H -2.514 -0.750 -0.239  0.450

The strongest force on any atom is 4.532 eV/Å. Its net charge is 0. The value obtained for the frontier orbital gap is 6.0089 eV. For the total energy, the calculation gives -616.53849 hartree.